Below is a cluster of 2 separate species, C4H11NO2 in total, with properties calculated with wB97M-V/def2-TZVPD.

Structure (XYZ):
```
18
Properties=species:S:1:pos:R:3:forces:R:3:nbo_charge:R:1
C -1.392 2.047 0.387 -0.845 -2.140 0.383 -0.75
C -0.047 2.065 1.055 -1.394 1.089 0.332 0.79
O 0.409 3.120 1.409 0.945 -0.316 -0.098 -0.58
O 0.516 0.862 1.289 0.279 0.630 -0.562 -0.68
H -1.690 1.035 0.103 0.519 -0.090 -0.374 0.24
H -1.445 2.684 -0.474 0.030 0.563 -0.072 0.24
H -2.200 2.210 1.104 0.307 0.916 0.122 0.25
H 1.470 1.044 1.277 -0.028 -0.154 0.601 0.49
C 1.522 -1.143 -0.505 -0.583 -0.299 0.439 -0.60
C 0.278 -2.064 -0.472 0.917 1.075 -2.502 -0.21
N -0.975 -1.325 -0.569 -0.530 -0.069 1.491 -0.85
H 1.715 -0.846 0.516 0.539 -0.083 0.048 0.20
H 1.385 -0.221 -1.069 -0.163 -0.147 -0.244 0.20
H 2.348 -1.707 -0.932 0.182 0.108 0.164 0.21
H 0.332 -2.583 -1.436 0.368 -0.910 0.393 0.16
H 0.431 -2.733 0.368 -0.774 -0.107 0.123 0.19
H -0.933 -0.521 -1.173 0.315 -0.067 -0.189 0.36
H -1.724 -1.924 -0.877 -0.083 0.000 -0.054 0.36
```
Forces are in eV/Å.

Computed properties:
Molecular weight: 105.14 g mol⁻¹
Net charge: 0
SMILES: CC(=O)O.CCN
Multiplicity: 1
Energy relative to the best compared isomer or geometry (same formula, charge and spin): 1.2476 eV
Electronic energy: -9910.9942 eV
HOMO: -9.04 eV



Below is the molecule C4H8O3, with properties calculated with wB97M-V/def2-TZVPD.

Structure (XYZ):
```
15
Properties=species:S:1:pos:R:3:forces:R:3:nbo_charge:R:1
O -1.669 1.167 0.180 0.395 -0.200 -0.019 -0.56
C -0.513 0.829 0.007 -0.274 0.082 0.036 0.58
C 0.576 1.402 0.882 0.106 -0.189 -0.194 -0.17
O 0.066 2.270 1.846 -0.138 -0.003 0.032 -0.71
C -0.117 -0.165 -1.063 -0.050 0.135 -0.181 -0.53
C -0.275 -1.618 -0.620 -0.411 0.190 -0.371 -0.06
O 0.612 -1.916 0.442 0.157 -0.312 -0.286 -0.72
H 1.097 0.540 1.326 -0.004 0.127 0.030 0.21
H 1.302 1.918 0.232 -0.093 -0.082 0.076 0.19
H -0.897 2.264 1.713 0.076 0.051 0.039 0.49
H -0.794 -0.008 -1.904 0.021 0.081 -0.058 0.24
H 0.911 0.029 -1.394 -0.126 -0.132 0.089 0.22
H -1.305 -1.779 -0.284 0.032 0.052 0.014 0.18
H -0.127 -2.272 -1.502 0.108 0.239 0.456 0.17
H 1.132 -2.663 0.140 0.204 -0.039 0.338 0.48
```
Forces are in eV/Å.

Computed properties:
Molecular weight: 104.10 g mol⁻¹
Net charge: 0
SMILES: O=C(CO)CCO
Multiplicity: 1
Energy relative to the best compared isomer or geometry (same formula, charge and spin): 1.3697 eV
Electronic energy: -10419.6338 eV
HOMO: -10.15 eV



Below is a structure of composition C31H41N3O5PtS2Te, with properties calculated with wB97M-V/def2-TZVPD.

Structure (XYZ):
```
84
Properties=species:S:1:pos:R:3:forces:R:3:mulliken_spin:R:1
Pt 0.063 -0.449 0.092 -0.084 0.056 0.266 -0.01
C -0.293 -3.311 0.728 0.009 0.039 -0.001 0.00
C 0.850 -2.756 1.572 -0.006 -0.002 0.000 0.00
N 1.528 -1.611 0.895 -0.063 0.094 0.103 0.00
C 2.639 -1.956 -0.024 -0.002 0.006 -0.003 0.00
C 2.263 -2.760 -1.262 0.019 -0.006 -0.012 0.00
S 1.098 -1.978 -2.419 0.000 0.020 -0.007 0.00
C -0.374 -3.030 -2.284 -0.003 -0.002 -0.013 0.00
C -1.480 -2.580 -1.334 -0.037 -0.029 0.020 0.00
N -1.023 -2.218 0.030 -0.021 -0.067 -0.139 0.00
H -0.976 -3.874 1.365 0.006 0.003 0.004 0.00
H 0.084 -4.004 -0.017 -0.003 0.000 -0.017 0.00
H 1.575 -3.542 1.801 -0.003 -0.011 -0.009 0.00
H 0.469 -2.364 2.514 -0.015 0.023 -0.010 0.00
H 1.920 -1.028 1.634 -0.009 -0.057 -0.020 0.00
H 3.392 -2.518 0.537 -0.001 0.002 -0.002 0.00
H 3.082 -1.007 -0.330 0.001 0.007 -0.007 0.00
H 1.904 -3.757 -1.008 -0.003 0.005 0.002 0.00
H 3.188 -2.909 -1.820 0.003 -0.004 0.006 0.00
H -0.048 -4.051 -2.089 0.008 0.000 0.004 0.00
H -0.803 -3.046 -3.287 0.000 -0.007 0.005 0.00
H -2.224 -3.381 -1.268 0.000 0.000 -0.008 0.00
H -1.977 -1.695 -1.729 0.000 -0.002 0.009 0.01
H -1.863 -1.958 0.556 0.028 0.024 -0.016 -0.01
O 0.239 0.079 3.231 -0.017 0.043 -0.092 0.00
S -2.697 0.860 0.271 -0.042 -0.088 -0.134 0.38
O -3.687 1.671 -0.397 -0.016 0.087 0.052 0.22
O -3.140 -0.420 0.835 0.074 -0.030 0.086 0.21
O -1.499 0.641 -0.669 0.064 0.035 0.001 0.18
C 3.201 8.672 4.536 0.000 0.002 -0.002 0.00
C 2.955 7.309 3.957 -0.015 -0.008 0.023 0.00
C 2.382 6.294 4.708 0.000 0.028 0.003 0.00
C 2.133 5.040 4.171 -0.028 0.006 -0.013 0.00
C 1.517 4.008 5.082 -0.004 0.018 0.023 0.00
C 2.461 4.782 2.826 -0.069 0.033 -0.043 0.00
Te 1.853 2.797 2.257 -0.076 -0.142 0.008 0.00
N 1.080 1.227 0.487 -0.020 -0.037 -0.124 0.03
C 1.671 2.028 -0.278 0.167 0.146 0.021 -0.01
O 2.243 3.110 0.359 0.060 0.123 -0.060 0.00
C 1.915 2.043 -1.738 -0.023 -0.032 -0.018 0.00
C 0.910 1.685 -2.630 -0.015 -0.004 0.006 -0.01
C 1.167 1.693 -3.993 -0.001 -0.005 -0.004 0.00
C 2.423 2.040 -4.466 -0.003 0.002 0.004 0.00
C 3.427 2.401 -3.576 0.001 0.000 -0.005 0.00
C 3.171 2.417 -2.215 0.006 -0.008 0.004 0.00
C -0.230 3.080 2.425 -0.034 -0.021 -0.021 -0.02
C -0.907 2.223 3.303 -0.033 0.045 0.024 0.07
C -0.230 1.122 4.084 -0.009 -0.044 -0.019 -0.01
C -2.282 2.358 3.434 -0.007 0.004 -0.023 -0.03
C -2.996 3.301 2.702 0.004 -0.021 -0.021 0.02
C -4.487 3.421 2.828 0.008 -0.008 0.014 0.00
C -2.293 4.118 1.829 0.000 -0.002 0.010 -0.05
C -0.912 4.034 1.665 0.032 0.038 0.050 0.02
C -0.250 4.943 0.667 0.007 -0.003 0.003 0.00
C 3.107 5.769 2.064 0.057 -0.011 0.018 0.00
C 3.642 5.642 0.657 -0.058 0.054 0.013 0.00
C 3.317 7.014 2.653 0.044 -0.034 0.002 0.00
H 2.914 8.717 5.585 0.001 0.000 -0.001 0.00
H 2.631 9.429 3.995 -0.001 0.000 0.000 0.00
H 4.255 8.942 4.459 0.000 0.001 0.000 0.00
H 2.120 6.479 5.744 0.004 -0.002 0.002 0.00
H 1.512 4.372 6.107 0.019 -0.004 0.005 0.00
H 2.085 3.072 5.091 0.001 0.004 -0.002 0.00
H 0.481 3.791 4.814 0.035 0.020 0.027 0.00
H -0.073 1.428 -2.261 -0.014 -0.013 0.020 0.00
H 0.379 1.431 -4.686 0.002 -0.001 0.000 0.00
H 2.620 2.040 -5.530 0.000 -0.001 0.000 0.00
H 4.405 2.680 -3.944 0.000 0.000 -0.003 0.00
H 3.946 2.714 -1.521 -0.008 0.001 0.001 0.00
H 0.638 1.482 4.639 -0.022 -0.009 0.005 0.00
H -0.328 0.070 2.438 0.145 -0.083 0.073 0.01
H -0.936 0.722 4.814 -0.011 0.001 0.010 0.00
H -2.812 1.696 4.110 0.003 -0.003 -0.003 0.00
H -4.909 2.566 3.353 0.003 0.008 0.000 0.00
H -4.949 3.481 1.842 -0.004 -0.001 -0.004 0.00
H -4.754 4.324 3.380 -0.005 0.003 -0.010 0.00
H -2.836 4.844 1.235 0.004 -0.007 -0.008 0.00
H -0.920 5.759 0.405 0.003 0.000 0.000 0.00
H -0.009 4.404 -0.252 0.006 -0.018 -0.017 0.00
H 0.673 5.373 1.054 -0.013 -0.003 -0.013 0.00
H 3.744 4.626 0.311 0.026 -0.103 0.004 0.00
H 4.619 6.122 0.611 -0.026 0.015 -0.005 0.00
H 2.991 6.170 -0.044 -0.023 -0.062 -0.028 0.00
H 3.808 7.778 2.059 0.000 0.000 0.006 0.00
```
Forces are in eV/Å.

Computed properties:
Molecular weight: 922.50 g mol⁻¹
Net charge: +1
⟨S²⟩: 0.754
Multiplicity: 2
Energy relative to the best compared isomer or geometry (same formula, charge and spin): 0.0928 eV
Electronic energy: -79724.5804 eV
HOMO (spin up / spin down): -10.78 / -10.77 eV



Below is the molecule C4H5NO, with properties calculated with wB97M-V/def2-TZVPD.

Structure (XYZ):
```
11
Properties=species:S:1:pos:R:3:forces:R:3:nbo_charge:R:1
C 1.837 1.675 -0.478 -0.034 -0.051 -0.061 -0.62
C 1.179 0.533 -0.443 -0.111 -0.007 0.059 0.11
C 0.521 -0.568 -0.362 0.063 0.379 0.064 -0.41
C -0.709 -0.760 0.215 -0.028 -0.165 -0.046 0.58
N -1.675 -1.578 -0.240 0.123 0.043 0.030 -0.78
O -1.041 -0.189 1.385 0.084 0.068 -0.071 -0.66
H 1.964 2.248 -1.390 0.075 -0.162 0.054 0.23
H 2.264 2.072 0.440 -0.099 -0.034 -0.151 0.22
H -2.474 -1.754 0.346 0.036 0.019 -0.099 0.41
H -1.448 -2.226 -0.975 -0.025 0.092 0.073 0.41
H -0.417 0.546 1.502 -0.084 -0.182 0.147 0.51
```
Forces are in eV/Å.

Computed properties:
Molecular weight: 83.09 g mol⁻¹
Net charge: 0
SMILES: C=C=C=C(N)O
Multiplicity: 1
Energy relative to the best compared isomer or geometry (same formula, charge and spin): 2.7590 eV
Electronic energy: -7763.7675 eV
HOMO: -7.59 eV



Below is the ion C23H29F2OSi with charge +1, with properties calculated with wB97M-V/def2-TZVPD.

Structure (XYZ):
```
56
Properties=species:S:1:pos:R:3:forces:R:3:nbo_charge:R:1
C -4.018 2.410 0.442 -0.068 -0.049 -0.279 -1.15
Si -2.343 2.329 1.235 -0.742 1.022 1.072 1.85
C -1.470 3.973 1.213 0.087 -0.046 -0.184 -1.14
C -2.482 1.731 2.995 0.122 -0.335 -0.014 -1.15
O -1.357 1.311 0.291 1.351 -2.074 -0.757 -0.75
C -1.093 0.115 -0.148 -0.082 2.148 0.347 0.77
C 0.095 -0.044 -0.978 0.059 3.653 1.572 -0.36
C -0.255 -0.157 -2.495 0.870 -0.990 -0.485 -0.41
C -1.698 0.205 -2.839 -0.062 -0.186 0.106 -0.42
C -2.713 -0.873 -2.491 -0.586 -0.164 -0.273 -0.42
C -3.166 -0.923 -1.030 -0.622 0.100 -0.250 -0.37
C -2.052 -0.961 0.036 -0.357 -1.251 0.490 -0.57
H -4.621 3.108 1.038 0.072 -0.100 -0.157 0.27
H -3.984 2.780 -0.589 0.032 0.109 0.138 0.25
H -4.551 1.457 0.407 0.054 0.085 0.234 0.24
H -1.879 4.582 2.045 0.297 -0.213 -0.515 0.26
H -0.376 3.874 1.328 -0.477 0.048 0.112 0.26
H -1.650 4.485 0.256 0.037 0.005 0.324 0.25
H -2.642 2.615 3.639 0.090 -0.399 -0.248 0.27
H -3.346 1.063 3.118 0.247 0.109 0.064 0.25
H -1.574 1.208 3.340 -0.328 0.232 -0.018 0.26
H 0.714 0.843 -0.918 -0.933 0.790 -0.074 0.30
H 0.380 0.563 -3.037 0.004 -0.297 0.495 0.25
H 0.015 -1.148 -2.917 -0.330 0.288 0.211 0.22
H -1.992 1.154 -2.372 0.118 -0.025 -0.077 0.21
H -1.732 0.378 -3.917 0.061 0.007 0.087 0.25
H -3.620 -0.658 -3.078 0.215 -0.221 0.153 0.24
H -2.358 -1.860 -2.837 -0.028 0.326 0.214 0.21
H -3.807 -0.051 -0.810 0.296 -0.328 -0.198 0.21
H -3.804 -1.816 -0.905 0.331 0.381 0.175 0.25
H -1.524 -1.922 -0.002 -0.054 0.136 -0.193 0.25
H -2.516 -0.914 1.030 0.073 0.195 -0.122 0.26
F 4.222 -4.119 2.134 -0.832 0.784 -0.035 -0.32
C 3.039 -3.426 2.103 0.529 -0.537 0.155 0.42
C 2.023 -3.861 2.943 -0.215 0.415 -0.382 -0.28
C 0.813 -3.179 2.832 -0.063 -0.140 0.126 -0.18
C 0.637 -2.143 1.916 0.257 0.417 -0.335 -0.27
C 1.662 -1.722 1.035 -0.760 -1.487 1.993 0.05
C 1.441 -0.839 -0.118 -1.483 -1.718 -3.049 -0.22
C 2.675 -0.205 -0.642 1.028 0.428 -0.516 -0.07
C 2.995 -0.276 -2.009 -0.283 0.200 -0.031 -0.23
C 4.128 0.334 -2.540 0.308 -0.127 -0.011 -0.18
C 4.942 1.125 -1.737 -0.242 -0.358 0.257 -0.27
C 4.610 1.205 -0.384 0.520 0.196 0.660 0.42
F 5.372 2.034 0.405 -0.637 -0.891 -0.572 -0.32
C 3.588 0.468 0.225 -0.746 0.609 -0.709 -0.28
C 2.921 -2.378 1.202 -0.456 0.252 -0.387 -0.30
H 2.159 -4.692 3.632 0.058 0.224 -0.211 0.25
H -0.020 -3.493 3.467 0.252 0.236 -0.210 0.23
H -0.319 -1.621 1.881 0.197 -0.220 0.083 0.19
H 0.726 -1.414 -0.890 3.425 -1.309 0.875 0.31
H 2.328 -0.787 -2.702 0.222 -0.141 0.298 0.21
H 4.421 0.138 -3.579 -0.308 0.283 0.415 0.23
H 5.831 1.604 -2.142 -0.267 0.031 0.279 0.25
H 3.430 0.524 1.315 0.121 0.015 -0.734 0.25
H 3.798 -2.133 0.602 -0.372 -0.117 0.092 0.25
```
Forces are in eV/Å.

Computed properties:
Molecular weight: 387.57 g mol⁻¹
Net charge: +1
Multiplicity: 1
Energy relative to the best compared isomer or geometry (same formula, charge and spin): 2.9206 eV
Electronic energy: -39673.3449 eV
HOMO: -11.03 eV